1.
Here is a molecular structure, C12H28HgN8O2S4 from the Open Molecules 2025 dataset. Energies are from ωB97M-V/def2-TZVPD.

The HOMO-LUMO gap (spin up / spin down) comes out at 7.48 / 6.33 eV. As for the charge: -1. Its expectation value of S² is 0.7568. The value obtained for the energy is -2808.89511 hartree. The calculation puts the LUMO energy (spin up / spin down) at 0.093 / 0.043 Ha. The strongest force on any atom is 0.3 eV/A. As for the spin multiplicity: 2. The value obtained for the HOMO energy (spin up / spin down) is -0.182 / -0.189 Eh.

Each line ends with the Löwdin spin population.
CARTESIAN COORDINATES (ANGSTROEM)
Hg (0.9684, -0.3782, -0.9533)  0.03
N (-1.6613, -0.3872, -3.5280)  0.00
C (-2.6858, -1.3196, -3.0636)  0.00
C (-3.0357, -1.1062, -1.5984)  0.00
N (-1.8827, -1.2704, -0.7383)  0.00
H (-1.8950, 0.5643, -3.2706)  0.00
H (-1.5704, -0.4205, -4.5348)  0.00
H (-2.2989, -2.3357, -3.1899)  0.00
H (-3.6214, -1.2605, -3.6374)  0.00
H (-3.8754, -1.7768, -1.3620)  0.00
H (-3.4107, -0.0845, -1.4721)  0.00
H (-1.5314, -2.2205, -0.7497)  0.00
H (-2.0202, -1.0136, 0.2325)  0.00
N (-0.8250, -0.4396, 2.2063)  0.00
C (-1.3597, -1.1795, 3.3478)  0.00
C (-1.0079, -0.6009, 4.7406)  0.00
C (0.4034, -0.0466, 4.9595)  0.00
C (1.5563, -1.0563, 4.9149)  0.00
N (1.9205, -1.4867, 3.5773)  0.00
C (2.7495, -0.8117, 2.8144)  0.00
N (3.0607, -1.2737, 1.5953)  0.00
N (3.3503, 0.3244, 3.2282)  0.00
C (-1.0257, -2.6886, 3.2752)  0.00
O (-1.8776, -3.4538, 3.7252)  0.00
O (0.0967, -3.0194, 2.7580)  0.00
H (0.1859, -0.4580, 2.1664)  0.00
H (-1.0953, 0.5379, 2.2562)  0.00
H (-2.4462, -1.1464, 3.2687)  0.00
H (-1.2202, -1.3682, 5.4912)  0.00
H (-1.7014, 0.2224, 4.9412)  0.00
H (0.4181, 0.4228, 5.9483)  0.00
H (0.5987, 0.7568, 4.2401)  0.00
H (1.2723, -1.9555, 5.4669)  0.00
H (2.4355, -0.6463, 5.4185)  0.00
H (1.2199, -2.2331, 3.1444)  0.00
H (2.5433, -2.0616, 1.2378)  0.00
H (3.4460, -0.6196, 0.9230)  0.00
H (2.9009, 0.8417, 3.9618)  0.00
H (3.8338, 0.8728, 2.5188)  0.00
S (4.4396, 4.3483, -0.2713)  0.47
C (3.9722, 2.7785, 0.1315)  0.00
S (2.2822, 2.7676, -0.0538)  0.46
S (4.9794, 1.5011, 0.5598)  0.03
S (3.6397, -3.1509, -2.8294)  0.00
C (4.0239, -1.5324, -2.9457)  0.00
N (5.1175, -0.9442, -2.4153)  0.00
C (5.2470, 0.4468, -2.8287)  0.00
C (3.7946, 0.7611, -3.1902)  0.00
N (3.3039, -0.5668, -3.5750)  0.00
H (5.8803, -1.5190, -2.1066)  0.00
H (5.9104, 0.5396, -3.6952)  0.00
H (5.6015, 1.0742, -2.0148)  0.00
H (3.7102, 1.4666, -4.0143)  0.00
H (3.2524, 1.1424, -2.3197)  0.00
H (2.3142, -0.7329, -3.6690)  0.00

Atoms 1-6, force components in eV/Å:
0.0 0.0 -0.1
0.0 0.0 0.0
0.0 0.0 0.0
0.0 0.0 0.1
0.1 -0.1 0.0
0.0 0.0 0.0

---

2.
Here is C25H30N2O7 in the gas phase from the Open Molecules 2025 dataset. Energies are from ωB97M-V/def2-TZVPD.

The HOMO-LUMO gap comes out at 8.96 eV. The value obtained for the energy is -1606.91319 hartree. The calculation puts the LUMO energy at 0.020 Ha. The strongest force on any atom is 0.7 eV/A. The value obtained for the HOMO energy is -0.309 Eh.

Each line ends with the Mulliken charge.
CARTESIAN COORDINATES (ANGSTROEM)
C (-7.0806, -1.6508, -1.1892)  -1.12
C (-6.5244, -0.3005, -1.6203)  -0.30
O (-5.5335, 0.1749, -0.7112)  -0.31
C (-4.2864, -0.3048, -0.8818)  0.36
O (-4.0047, -1.1042, -1.7481)  -0.67
C (-3.3087, 0.2188, 0.0697)  -1.25
C (-3.5408, 1.0866, 1.0812)  0.86
C (-4.8386, 1.7540, 1.3890)  -1.29
N (-2.5115, 1.3598, 1.9531)  0.07
C (-1.4167, 0.5427, 2.0998)  0.77
C (-0.6855, 0.7113, 3.3889)  -1.91
C (-1.1258, -0.3450, 1.1160)  -0.42
C (-0.0939, -1.3715, 1.2171)  0.13
O (0.7379, -1.4640, 2.1008)  -0.72
O (-0.1447, -2.2333, 0.1881)  -0.11
C (0.7727, -3.3217, 0.2016)  -0.08
C (0.2389, -4.4866, 1.0241)  -1.38
C (-1.8818, -0.1962, -0.1859)  1.08
C (-1.1809, 0.9214, -0.9612)  0.21
O (-1.6679, 1.9897, -1.2099)  -0.65
O (0.0717, 0.5662, -1.2732)  -0.22
C (0.9143, 1.5676, -1.8390)  -1.09
C (1.8290, 2.2154, -0.7894)  1.00
O (1.8515, 3.4249, -0.6578)  -0.69
N (2.5766, 1.3914, -0.0357)  0.25
C (3.4982, 1.9500, 0.9321)  -1.15
C (4.9178, 1.8588, 0.3777)  -1.06
C (5.2121, 0.4740, -0.1312)  0.62
C (6.5261, 0.0723, -0.3410)  -0.68
C (6.8156, -1.1877, -0.8288)  -0.60
C (5.7848, -2.0670, -1.1166)  -0.79
C (4.4750, -1.6761, -0.9144)  -0.48
C (4.1778, -0.4106, -0.4240)  0.94
C (2.7357, -0.0339, -0.1835)  -0.81
H (-6.2909, -2.3974, -1.2119)  0.30
H (-7.8718, -1.9536, -1.8691)  0.39
H (-7.4821, -1.5898, -0.1802)  0.29
H (-7.3031, 0.4655, -1.6158)  0.34
H (-6.0829, -0.3787, -2.6191)  0.30
H (-4.7376, 2.4320, 2.2342)  0.43
H (-5.6022, 1.0130, 1.6158)  0.24
H (-5.1804, 2.3141, 0.5225)  0.26
H (-2.6814, 2.0371, 2.6827)  0.35
H (-0.1723, 1.6732, 3.3879)  0.35
H (-1.3777, 0.6924, 4.2300)  0.45
H (0.0527, -0.0747, 3.5065)  0.38
H (1.7310, -2.9823, 0.6096)  0.19
H (0.8904, -3.6051, -0.8467)  0.41
H (0.9260, -5.3255, 0.9595)  0.42
H (0.1415, -4.1895, 2.0655)  0.32
H (-0.7354, -4.7928, 0.6511)  0.32
H (-1.8475, -1.1128, -0.7766)  1.01
H (1.5086, 1.0917, -2.6241)  0.35
H (0.2988, 2.3644, -2.2682)  0.49
H (3.4120, 1.3770, 1.8607)  0.37
H (3.2168, 2.9884, 1.1126)  0.51
H (5.0200, 2.5688, -0.4492)  0.36
H (5.6406, 2.1394, 1.1460)  0.49
H (7.3276, 0.7613, -0.1155)  0.44
H (7.8420, -1.4845, -0.9843)  0.39
H (6.0016, -3.0531, -1.4992)  0.42
H (3.6665, -2.3574, -1.1393)  0.42
H (2.4054, -0.5126, 0.7496)  -0.11
H (2.1075, -0.4135, -0.9875)  0.61

Atoms 1-6, force components in eV/Å:
0.3 0.3 0.0
-0.3 -0.3 -0.4
0.1 0.1 0.2
-0.1 -0.1 -0.1
-0.1 0.1 0.0
0.4 0.0 0.3

---

Q: Which of these has the lowest strongest force on any atom?
A: C12H28HgN8O2S4